C9H16N3O | ωB97M-V/def2-TZVPD

The geometry in XYZ format:
```
29
Properties=species:S:1:pos:R:3
C -1.86 2.13 -0.94
C -1.41 1.16 1.20
N -0.83 1.69 0.06
N -2.64 1.49 1.79
N -0.77 0.30 2.03
H 0.01 1.06 -0.23
H -2.55 2.25 2.48
H -3.57 1.27 1.33
H 0.24 0.05 1.73
H -1.10 -0.02 2.85
H -2.19 1.28 -1.57
H -1.22 2.65 -1.72
H -2.55 2.83 -0.45
C -0.78 -2.13 -2.32
C 1.33 -1.56 0.68
C 0.38 -2.04 -0.16
C 2.01 -0.38 0.28
C 0.20 -1.47 -1.44
C 1.68 0.29 -0.84
C 1.01 -0.35 -1.86
O 2.79 0.15 1.22
H 1.78 -2.03 1.69
H -0.38 -2.79 0.07
H 3.66 -0.32 1.22
H 2.05 1.29 -1.14
H -0.38 -3.14 -2.40
H -0.90 -1.78 -3.43
H 1.04 -0.10 -2.86
H -1.91 -1.93 -2.02
```

The calculation puts the total energy at -591.7374 a.u. The calculation puts the energy above the lowest of the compared OMol25 structures with the same formula, charge and spin at 310.4 kJ/mol. Its max |F| is 7.635 eV/A. The value obtained for the gap between HOMO and LUMO is 0.32809 Eh. As for the multiplicity: 1. Its charge is +1.

***

C9H16N3O2S | ωB97M-V/def2-TZVPD

The geometry in XYZ format:
```
31
Properties=species:S:1:pos:R:3
C 2.11 -2.22 -0.19
C 1.65 -0.87 -0.84
N 0.24 -0.58 -0.47
C -1.00 -0.84 -0.41
O -1.52 -1.91 -0.95
C -2.03 0.19 0.26
N -2.11 1.47 -0.39
C -2.48 2.60 0.21
O -2.23 2.92 1.35
C -3.52 -0.36 0.59
N -3.82 -0.46 1.88
S -4.41 -0.77 -0.71
C 1.22 0.32 -0.02
C 1.32 1.70 -0.63
C 1.55 0.24 1.50
H 3.18 -2.12 0.11
H 2.10 -3.09 -0.94
H 1.49 -2.53 0.75
H 1.83 -0.80 -1.91
H -0.88 -2.35 -1.42
H -1.62 0.25 1.23
H -2.30 1.36 -1.46
H -3.05 3.32 -0.43
H -3.46 0.14 2.67
H -4.70 -0.91 1.99
H 0.61 2.26 0.05
H 1.11 1.66 -1.71
H 2.32 2.23 -0.56
H 1.88 -0.82 1.73
H 0.72 0.53 2.14
H 2.36 0.91 1.74
```

The calculation puts the total energy at -1065.1541 a.u. The calculation puts the energy above the lowest of the compared OMol25 structures with the same formula, charge and spin at 13.2 kJ/mol. Its max |F| is 5.238 eV/A. The value obtained for the gap between HOMO and LUMO is 0.30966 Eh. As for the multiplicity: 1. As for the structure (SMILES): C[C@H]1/[N+](=C(\O)[C@@H](NC=O)C(N)=S)C1(C)C. Its charge is +1.

***

C9H16N4 | ωB97M-V/def2-TZVPD

The geometry in XYZ format:
```
29
Properties=species:S:1:pos:R:3
C 1.70 -1.86 -0.47
N 0.40 -1.60 0.27
C 0.24 -2.60 1.42
C 0.12 -0.24 0.94
N -0.87 -0.21 1.76
C -1.77 0.66 1.74
N -1.76 1.77 0.92
C -0.79 1.92 0.09
N -0.32 3.02 -0.34
C 0.77 2.88 -1.03
C 1.08 1.35 -1.31
C -0.08 0.67 -0.57
C -1.19 0.18 -1.46
H 2.49 -1.47 0.16
H 1.89 -2.97 -0.68
H 1.60 -1.28 -1.41
H -0.33 -1.72 -0.43
H 0.84 -2.33 2.23
H -0.75 -2.58 1.74
H 0.41 -3.63 1.11
H 1.02 0.24 1.34
H -2.30 0.73 2.71
H -2.12 2.64 1.37
H 1.33 3.75 -1.40
H 0.81 1.31 -2.34
H 2.14 1.17 -1.18
H -2.11 0.69 -1.20
H -1.36 -0.88 -1.47
H -1.08 0.40 -2.50
```

The calculation puts the total energy at -570.8217 a.u. The calculation puts the energy above the lowest of the compared OMol25 structures with the same formula, charge and spin at 145.3 kJ/mol. Its max |F| is 9.829 eV/A. The value obtained for the gap between HOMO and LUMO is 0.31752 Eh. As for the multiplicity: 1. As for the structure (SMILES): C[NH+](C)[C@@H]1N=C[NH+]=C2N=CC[C@]21C. Its charge is +2.

***

C9H16N4O5 | ωB97M-V/def2-TZVPD

The geometry in XYZ format:
```
34
Properties=species:S:1:pos:R:3
N -0.95 1.59 4.66
C -0.99 1.15 3.34
O -1.91 1.46 2.60
C 0.22 0.38 2.83
C -0.13 -0.56 1.70
C 1.09 -0.98 0.88
N 1.80 0.23 0.29
C 1.32 1.05 -0.69
O 1.95 2.11 -0.93
C 0.06 0.62 -1.51
N -0.52 1.84 -1.98
C 0.46 -0.39 -2.65
C -0.76 -1.13 -3.12
N -1.65 -0.49 -3.94
O -0.92 -2.32 -2.75
C 0.87 -2.05 -0.13
O 1.81 -2.67 -0.59
O -0.44 -2.28 -0.29
H -0.34 1.10 5.40
H -1.73 2.05 5.04
H 0.79 -0.24 3.55
H 0.97 1.15 2.51
H -0.89 -0.06 1.11
H -0.56 -1.49 2.00
H 1.82 -1.34 1.60
H 2.68 0.54 0.62
H -0.63 0.11 -0.95
H -1.05 2.32 -1.21
H 0.29 2.43 -2.24
H 1.03 0.11 -3.51
H 1.15 -1.14 -2.27
H -1.64 0.54 -4.21
H -2.57 -0.87 -4.04
H -0.66 -2.78 -1.11
```

The calculation puts the total energy at -947.8349 a.u. The calculation puts the energy above the lowest of the compared OMol25 structures with the same formula, charge and spin at 129.0 kJ/mol. Its max |F| is 3.495 eV/A. The value obtained for the gap between HOMO and LUMO is 0.37387 Eh. As for the multiplicity: 1. As for the structure (SMILES): NC(=O)CC[C@H](NC(=O)[C@@H](N)CC(N)=O)C(=O)O. Its charge is 0.

***

C9H16N4O5 | ωB97M-V/def2-TZVPD

The geometry in XYZ format:
```
34
Properties=species:S:1:pos:R:3
C -0.28 -0.93 1.07
C 0.48 -0.46 -0.22
C -1.80 -0.73 0.94
C -2.43 -1.13 2.35
C -3.88 -0.84 2.33
C 2.16 0.65 -1.23
C 3.64 1.11 -0.77
C 1.57 1.65 -2.22
C 1.64 1.47 -3.85
H 0.24 -0.60 3.11
H -0.66 0.61 2.56
H -0.13 -1.99 1.28
H -2.29 -1.29 0.16
H -2.25 0.27 0.75
H -2.00 -0.41 3.19
H -2.53 -2.18 2.47
H -5.60 -1.80 3.47
H -3.90 -2.50 4.15
H 1.80 0.66 0.89
H 2.30 -0.37 -1.71
H 0.50 1.65 -1.76
H 2.01 2.74 -2.17
H 0.49 -0.13 -3.43
H 1.23 -0.21 -5.23
H 5.03 2.08 -1.25
N 0.22 -0.11 2.26
N -4.57 -1.90 2.99
N 1.48 0.35 -0.08
N 0.88 0.33 -4.24
O 0.10 -1.02 -1.29
O -4.35 0.20 1.72
O 4.24 0.96 0.31
O 2.35 2.09 -4.68
O 4.31 1.76 -1.87
```

The calculation puts the total energy at -947.6191 a.u. The calculation puts the energy above the lowest of the compared OMol25 structures with the same formula, charge and spin at 695.7 kJ/mol. Its max |F| is 6.084 eV/A. The value obtained for the gap between HOMO and LUMO is 0.33426 Eh. As for the multiplicity: 1. Its charge is 0.

***

C9H16N4O5 | ωB97M-V/def2-TZVPD

The geometry in XYZ format:
```
34
Properties=species:S:1:pos:R:3
N 1.90 -0.05 2.33
C 1.34 -1.42 2.45
O 1.42 -1.91 3.55
C 0.47 -1.92 1.28
C 1.27 -1.69 0.02
C 0.48 -1.59 -1.34
N -0.25 -0.40 -1.55
C 0.35 0.81 -1.54
O 1.55 0.86 -1.62
C -0.57 2.00 -1.40
N -1.91 1.59 -1.72
C -0.45 2.80 -0.05
C -0.80 1.86 1.12
N -1.23 2.35 2.30
O -0.73 0.62 1.03
C -0.23 -2.85 -1.59
O -0.96 -3.49 -0.87
O -0.10 -3.22 -2.91
H 1.47 0.36 1.51
H 2.04 0.39 3.24
H 0.17 -2.97 1.40
H -0.36 -1.19 1.33
H 2.00 -2.46 -0.17
H 1.88 -0.74 0.16
H 1.32 -1.53 -2.00
H -1.16 -0.43 -1.87
H -0.19 2.65 -2.18
H -2.51 1.17 -0.94
H -2.25 2.16 -2.41
H 0.51 3.33 0.11
H -1.18 3.65 -0.18
H -0.95 3.30 2.37
H -1.70 1.93 3.07
H -0.63 -3.98 -2.93
```

The calculation puts the total energy at -947.7866 a.u. The calculation puts the energy above the lowest of the compared OMol25 structures with the same formula, charge and spin at 255.9 kJ/mol. Its max |F| is 3.849 eV/A. The value obtained for the gap between HOMO and LUMO is 0.34024 Eh. As for the multiplicity: 1. As for the structure (SMILES): NC(=O)CC[C@H](NC(=O)[C@@H](N)CC(N)=O)C(=O)O. Its charge is 0.

***

C9H16NO | ωB97M-V/def2-TZVPD

The geometry in XYZ format:
```
27
Properties=species:S:1:pos:R:3
C 2.21 -1.03 -0.86
C 1.58 0.30 -1.22
N 1.32 -2.18 -0.43
H 2.90 -1.39 -1.62
H 3.01 -0.96 -0.11
H 1.91 1.01 -0.47
H 0.50 0.33 -1.31
H 1.63 -3.02 -0.92
H 1.35 -2.20 0.58
H 0.38 -2.11 -0.77
H 1.96 0.67 -2.16
C -1.62 2.73 -0.63
C -0.67 -0.89 1.29
C -1.62 -0.91 0.28
C -0.22 0.28 1.87
C -1.96 0.27 -0.36
C -0.78 1.46 1.36
C -1.58 1.49 0.22
O -0.28 -2.13 1.81
H -2.03 -1.88 0.00
H -0.47 -2.15 2.76
H 0.44 0.37 2.72
H -2.49 0.34 -1.30
H -0.51 2.37 1.89
H -1.89 3.67 -0.14
H -2.40 2.64 -1.39
H -0.65 2.92 -1.08
```

The calculation puts the total energy at -482.2677 a.u. The calculation puts the energy above the lowest of the compared OMol25 structures with the same formula, charge and spin at 66.1 kJ/mol. Its max |F| is 2.076 eV/A. The value obtained for the gap between HOMO and LUMO is 0.34080 Eh. As for the multiplicity: 1. Its charge is +1.

***

C9H16NO | ωB97M-V/def2-TZVPD

The geometry in XYZ format:
```
27
Properties=species:S:1:pos:R:3
C -1.23 -2.99 -0.51
C -0.38 -3.03 -1.78
N -0.82 -1.79 0.32
H -2.30 -2.91 -0.95
H -1.22 -3.78 0.27
H 0.43 -3.75 -1.70
H 0.17 -2.06 -1.90
H -1.52 -1.36 0.93
H -0.01 -1.91 0.97
H -0.47 -1.12 -0.40
H -1.04 -3.35 -2.59
C -1.84 2.77 1.27
C -0.15 1.04 1.52
C -0.75 1.97 0.62
C 0.81 0.16 1.00
C -0.11 2.19 -0.61
C 1.50 0.42 -0.18
C 0.96 1.39 -0.97
O 2.52 -0.45 -0.55
H -0.56 0.86 2.50
H 1.41 -0.49 1.68
H -2.04 3.73 0.79
H -1.47 2.97 2.33
H -0.72 2.63 -1.42
H 1.35 1.54 -1.99
H 3.24 -0.23 0.06
H -2.77 2.22 1.48
```

The calculation puts the total energy at -482.2344 a.u. The calculation puts the energy above the lowest of the compared OMol25 structures with the same formula, charge and spin at 153.5 kJ/mol. Its max |F| is 3.426 eV/A. The value obtained for the gap between HOMO and LUMO is 0.34533 Eh. As for the multiplicity: 1. Its charge is +1.

***

no.,HOMO (Eh)
1,-0.4455
2,-0.4338
3,-0.6612
4,-0.3539
5,-0.3568
6,-0.3270
7,-0.4548
8,-0.4602